# 1
Density functional theory data (the ωB97M-V functional and the def2-TZVPD basis) for C27H44BrNP2SZn as an isolated structure at a distorted geometry.

Summary:
highest occupied orbital energy (spin up / spin down): -12.990 / -12.992 eV
energy relative to the best compared isomer or geometry (same formula, charge and spin): 0.0 kcal/mol
net charge: +2
Kohn-Sham gap (spin up / spin down): 4.0 / 3.6 eV
LUMO (spin up / spin down): -9.003 / -9.391 eV
DFT total energy: -6543.5085 Eh
multiplicity: 1

Positions of all 77 atoms, in Å:
C (-0.728, 7.124, -3.539)
C (-0.929, 5.758, -3.815)
C (-1.216, 5.383, -5.142)
C (-1.316, 6.384, -6.120)
N (-1.133, 7.666, -5.828)
C (-0.849, 8.049, -4.588)
C (-0.847, 4.767, -2.781)
C (-0.780, 3.914, -1.908)
C (-0.670, 2.926, -0.906)
C (0.429, 2.939, -0.029)
C (0.596, 1.899, 0.893)
C (-0.362, 0.902, 0.917)
C (-1.525, 0.931, 0.166)
C (-1.661, 1.938, -0.795)
Zn (-0.272, -0.713, 2.008)
P (1.946, -1.252, 1.614)
H (-1.365, 4.341, -5.422)
H (-0.486, 7.479, -2.538)
H (-1.549, 6.123, -7.156)
H (-0.709, 9.117, -4.406)
H (-2.536, 1.961, -1.446)
H (1.155, 3.758, -0.074)
H (-2.326, 0.199, 0.306)
H (1.454, 1.924, 1.567)
C (2.275, -2.851, 2.457)
C (3.168, -3.838, 1.704)
H (1.285, -3.288, 2.663)
H (2.702, -2.618, 3.447)
H (3.313, -4.730, 2.324)
H (2.710, -4.166, 0.763)
H (4.161, -3.423, 1.488)
C (1.878, -1.574, -0.203)
C (2.861, -0.803, -1.081)
H (0.852, -1.297, -0.510)
H (1.964, -2.654, -0.387)
H (2.619, -0.988, -2.140)
H (2.795, 0.281, -0.922)
H (3.901, -1.121, -0.927)
C (3.365, -0.154, 1.988)
C (4.750, -0.813, 1.973)
H (3.171, 0.262, 2.993)
H (3.345, 0.705, 1.300)
H (5.519, -0.047, 2.155)
H (4.847, -1.559, 2.769)
H (4.993, -1.283, 1.011)
Br (-1.886, -1.788, 3.259)
P (-2.620, -3.570, -1.337)
C (-0.785, -3.730, -1.313)
C (-0.369, -5.187, -1.548)
H (-0.405, -3.347, -0.352)
H (-0.390, -3.085, -2.113)
H (0.696, -5.240, -1.812)
H (-0.533, -5.799, -0.652)
H (-0.943, -5.630, -2.373)
C (-3.094, -3.362, 0.427)
C (-4.509, -3.910, 0.646)
H (-3.029, -2.297, 0.684)
H (-2.366, -3.880, 1.070)
H (-4.694, -4.068, 1.712)
H (-5.257, -3.201, 0.265)
H (-4.643, -4.868, 0.125)
C (-2.890, -1.896, -2.071)
C (-3.145, -1.995, -3.585)
H (-2.027, -1.249, -1.853)
H (-3.770, -1.460, -1.572)
H (-3.577, -1.058, -3.958)
H (-2.211, -2.185, -4.135)
H (-3.846, -2.808, -3.814)
C (-0.511, 2.758, 5.776)
S (0.326, 1.868, 4.471)
C (1.727, 1.250, 5.401)
H (-1.581, 2.742, 5.555)
H (-0.160, 3.796, 5.789)
H (-0.317, 2.272, 6.736)
H (1.571, 1.425, 6.467)
H (1.823, 0.180, 5.204)
H (2.625, 1.768, 5.058)



# 2
Density functional theory data (the ωB97M-V functional and the def2-TZVPD basis) for a 6-piece molecular cluster, C17H34Cl2O15 overall at a distorted geometry.

Summary:
highest occupied orbital energy: -10.129 eV
net charge: 0
Kohn-Sham gap: 10.5 eV
LUMO: 0.417 eV
DFT total energy: -2717.0769 Eh
multiplicity: 1

Positions of all 68 atoms, in Å:
Cl (2.532, -1.245, 0.856)
C (1.352, 0.056, 0.434)
C (0.069, -0.655, 0.065)
Cl (0.231, -1.301, -1.588)
H (1.699, 0.709, -0.366)
H (1.326, 0.746, 1.278)
H (-0.715, 0.100, 0.011)
H (-0.187, -1.512, 0.689)
C (1.043, 1.331, 4.501)
O (0.245, 0.383, 5.135)
C (-0.046, -0.752, 4.526)
O (0.597, -1.236, 3.510)
O (-1.106, -1.222, 5.129)
C (-1.594, -2.458, 4.650)
H (1.429, 2.007, 5.263)
H (0.446, 1.973, 3.853)
H (1.910, 0.873, 4.026)
H (-1.669, -2.504, 3.564)
H (-2.622, -2.564, 4.997)
H (-0.948, -3.260, 5.006)
C (4.110, 3.929, -2.407)
O (5.150, 2.973, -2.439)
C (5.027, 1.803, -1.936)
O (4.145, 1.498, -1.177)
O (6.040, 1.068, -2.322)
C (6.051, -0.285, -2.004)
H (4.147, 4.626, -3.244)
H (4.067, 4.552, -1.513)
H (3.136, 3.442, -2.442)
H (5.563, -0.486, -1.050)
H (7.044, -0.736, -2.013)
H (5.494, -0.661, -2.863)
C (-0.290, 3.659, 1.832)
O (-1.185, 3.623, 0.828)
C (-0.632, 3.455, -0.431)
O (0.591, 3.361, -0.713)
O (-1.606, 3.326, -1.272)
C (-1.423, 3.098, -2.628)
H (0.314, 2.753, 1.874)
H (-0.742, 3.759, 2.818)
H (0.403, 4.496, 1.745)
H (-0.766, 2.233, -2.717)
H (-0.973, 3.991, -3.062)
H (-2.350, 2.703, -3.042)
C (-1.238, -7.268, -4.080)
O (-1.080, -5.883, -4.028)
C (-1.437, -5.077, -5.110)
O (-1.932, -5.536, -6.153)
O (-1.390, -3.808, -4.804)
C (-0.808, -3.253, -3.622)
H (-0.540, -7.809, -4.719)
H (-2.270, -7.501, -4.342)
H (-1.025, -7.594, -3.062)
H (-1.592, -3.348, -2.871)
H (-0.625, -2.196, -3.818)
H (0.121, -3.735, -3.319)
C (-3.015, 1.861, 4.183)
O (-2.867, 1.823, 2.786)
C (-3.310, 0.801, 2.071)
O (-3.826, -0.301, 2.544)
O (-3.132, 1.008, 0.797)
C (-3.896, 0.282, -0.139)
H (-3.245, 2.901, 4.412)
H (-2.092, 1.539, 4.665)
H (-3.849, 1.207, 4.438)
H (-3.675, 0.733, -1.107)
H (-4.935, 0.275, 0.188)
H (-3.648, -0.772, -0.271)



# 3
Density functional theory data (the ωB97M-V functional and the def2-TZVPD basis) for one molecule with the formula C3H3ClN2S at a distorted geometry.

Summary:
highest occupied orbital energy (spin up / spin down): -8.814 / -9.266 eV
energy relative to the best compared isomer or geometry (same formula, charge and spin): 81.1 kcal/mol
net charge: 0
Kohn-Sham gap (spin up / spin down): 8.1 / 6.7 eV
LUMO (spin up / spin down): -0.695 / -2.522 eV
DFT total energy: -1083.7578 Eh
multiplicity: 3

Positions of all 10 atoms, in Å:
C (2.312, 0.253, -0.631)
C (1.140, -0.464, -0.408)
C (-1.655, -0.321, 0.106)
N (3.239, 0.871, -0.902)
N (-0.716, 2.296, 0.582)
S (-0.151, 0.878, 0.613)
Cl (1.218, -1.949, 0.449)
H (-2.417, 0.103, -0.433)
H (-1.827, -0.609, 1.163)
H (-1.143, -1.058, -0.539)



# 4
Density functional theory data (the ωB97M-V functional and the def2-TZVPD basis) for one molecule with the formula C21H20N6 at a distorted geometry.

Summary:
highest occupied orbital energy: -7.682 eV
net charge: 0
Kohn-Sham gap: 7.8 eV
LUMO: 0.126 eV
DFT total energy: -1140.6509 Eh
multiplicity: 1

Positions of all 47 atoms, in Å:
N (-3.976, 1.229, -2.703)
N (-2.985, 0.286, -0.663)
N (-0.851, 0.173, -1.314)
C (-3.696, 1.610, -3.860)
C (-2.942, 0.786, -1.857)
C (-1.673, -0.072, -0.401)
C (-2.348, 1.510, -4.410)
C (-1.332, 1.032, -3.568)
C (2.537, 1.608, -5.390)
C (1.866, -2.059, 6.503)
C (1.549, 0.898, -6.106)
C (2.242, 2.189, -4.142)
C (0.673, -2.552, 5.962)
C (2.756, -1.335, 5.688)
C (0.295, 0.600, -5.424)
C (1.009, 1.881, -3.516)
C (0.094, -2.010, 4.737)
C (2.265, -0.873, 4.412)
C (0.019, 1.158, -4.186)
C (0.946, -1.084, 4.070)
N (-1.616, 0.748, -2.230)
N (-1.148, -0.738, 0.695)
N (0.486, -0.481, 2.887)
C (0.166, -1.444, 0.618)
C (-1.766, -0.363, 2.046)
C (1.085, -0.706, 1.535)
C (-0.768, 0.365, 2.886)
H (-4.431, 2.106, -4.469)
H (-2.231, 1.889, -5.401)
H (3.453, 1.613, -5.920)
H (2.118, -2.494, 7.449)
H (1.675, 0.328, -7.092)
H (2.987, 2.722, -3.592)
H (-0.037, -3.228, 6.497)
H (3.736, -1.223, 6.063)
H (-0.453, 0.074, -5.990)
H (0.774, 2.399, -2.675)
H (-0.968, -2.189, 4.505)
H (2.844, -0.169, 3.755)
H (0.200, -2.476, 1.033)
H (0.555, -1.557, -0.406)
H (-1.962, -1.279, 2.722)
H (-2.702, 0.199, 1.953)
H (1.996, -1.256, 1.573)
H (1.417, 0.303, 1.083)
H (-1.201, 0.387, 3.911)
H (-0.658, 1.494, 2.737)